Below is a 12-piece molecular cluster, C43H117N7O12 overall, with properties calculated with ωB97M-V with the def2-TZVPD basis set.

Geometry as ORCA input:
```
! wB97M-V def2-TZVPD RIJCOSX def2/J DEFGRID3
* xyz 0 1
C 4.84 -7.16 25.51
O 6.05 -6.59 25.02
C 6.27 -5.30 25.57
C 7.60 -4.74 24.97
C 7.78 -3.27 25.35
N 7.57 -4.89 23.52
H 4.92 -7.36 26.59
H 4.71 -8.09 24.98
H 4.01 -6.46 25.39
H 5.48 -4.57 25.33
H 6.33 -5.34 26.67
H 8.40 -5.36 25.40
H 7.84 -3.16 26.44
H 6.93 -2.68 24.97
H 8.62 -2.77 24.85
H 6.83 -4.30 23.18
H 7.27 -5.87 23.45
C 16.01 -0.72 23.47
O 16.93 0.32 23.67
C 17.75 0.53 22.54
C 18.62 1.73 22.85
C 19.45 1.52 24.09
N 17.74 2.92 22.90
H 15.29 -0.73 24.29
H 16.62 -1.63 23.62
H 15.51 -0.68 22.51
H 18.21 -0.40 22.20
H 17.18 0.89 21.66
H 19.30 1.91 22.00
H 18.72 1.39 24.91
H 20.15 2.31 24.35
H 19.93 0.56 23.95
H 18.23 3.67 23.36
H 16.90 2.67 23.41
C 11.11 -1.75 16.60
O 9.71 -1.63 16.72
C 9.32 -1.42 18.09
C 9.94 -0.16 18.72
C 9.27 0.00 20.07
N 9.63 0.98 17.87
H 11.30 -2.08 15.57
H 11.56 -2.50 17.27
H 11.56 -0.77 16.72
H 8.24 -1.37 18.11
H 9.66 -2.27 18.71
H 11.02 -0.39 18.82
H 9.72 0.78 20.70
H 9.40 -0.96 20.60
H 8.19 0.12 20.01
H 10.14 1.82 18.09
H 9.76 0.78 16.87
C 9.61 0.24 24.89
O 9.10 1.37 25.58
C 10.02 2.40 25.69
C 9.51 3.47 26.68
C 10.49 4.62 26.77
N 9.38 2.71 27.92
H 9.86 0.41 23.85
H 8.86 -0.54 24.86
H 10.40 -0.19 25.47
H 10.98 2.11 26.15
H 10.21 2.86 24.72
H 8.56 3.93 26.30
H 10.22 5.33 27.57
H 10.56 5.12 25.82
H 11.46 4.19 27.02
H 8.90 3.30 28.59
H 8.82 1.87 27.75
C 6.97 -6.76 19.99
O 7.03 -7.12 18.63
C 8.17 -6.47 18.01
C 8.06 -4.92 17.78
C 6.72 -4.45 17.28
N 9.14 -4.59 16.90
H 6.24 -7.37 20.50
H 6.70 -5.71 20.13
H 7.92 -6.93 20.50
H 9.12 -6.79 18.44
H 8.33 -6.94 17.05
H 8.25 -4.42 18.74
H 6.33 -5.03 16.42
H 6.70 -3.42 16.92
H 6.02 -4.64 18.09
H 9.25 -3.61 16.68
H 8.92 -4.98 15.98
C 13.32 -7.51 20.43
O 13.58 -7.02 19.16
C 12.43 -6.93 18.31
C 12.91 -6.51 16.90
C 13.57 -5.13 17.03
N 11.86 -6.57 15.94
H 12.87 -8.52 20.44
H 12.64 -6.79 20.89
H 14.22 -7.53 21.04
H 11.98 -7.93 18.22
H 11.68 -6.20 18.65
H 13.67 -7.25 16.62
H 13.97 -4.70 16.12
H 14.40 -5.24 17.74
H 12.89 -4.40 17.51
H 11.01 -6.12 16.31
H 11.68 -7.52 15.66
C 12.38 -1.80 23.86
O 10.98 -2.14 23.71
C 10.67 -2.72 22.46
C 11.10 -4.15 22.30
C 10.37 -4.70 21.12
N 10.65 -4.89 23.50
H 13.06 -2.63 24.02
H 12.37 -1.26 24.81
H 12.67 -1.01 23.16
H 9.56 -2.65 22.38
H 11.08 -2.01 21.72
H 12.17 -4.20 22.11
H 9.30 -4.59 21.26
H 10.55 -5.75 20.93
H 10.66 -4.10 20.25
H 10.80 -4.28 24.30
H 9.63 -4.99 23.50
C 17.90 -5.08 22.01
C 16.48 -5.65 21.95
C 15.54 -4.99 22.88
O 16.07 -5.43 20.62
H 18.59 -5.30 21.19
H 18.43 -5.41 22.92
H 17.84 -3.97 22.06
H 16.47 -6.73 22.01
H 14.54 -5.36 22.91
H 15.56 -3.93 22.58
H 15.83 -4.95 23.94
H 15.98 -4.47 20.62
C 6.35 -0.55 22.17
C 5.52 -1.76 21.79
C 6.19 -2.72 20.80
O 5.27 -2.58 22.96
H 7.29 -0.88 22.63
H 5.84 0.09 22.91
H 6.61 0.06 21.30
H 4.57 -1.44 21.33
H 7.24 -2.81 21.10
H 6.25 -2.15 19.87
H 5.74 -3.70 20.71
H 4.71 -2.08 23.57
C 9.58 -4.31 29.02
C 10.38 -3.07 28.74
C 11.24 -3.19 27.48
O 9.47 -1.96 28.62
H 8.82 -4.20 29.78
H 10.23 -5.11 29.39
H 9.18 -4.65 28.07
H 11.12 -2.82 29.51
H 12.09 -3.88 27.57
H 11.59 -2.17 27.29
H 10.58 -3.42 26.65
H 10.02 -1.19 28.46
C 15.10 -1.77 18.25
C 14.91 -1.77 19.77
C 13.70 -2.60 20.22
O 16.09 -2.32 20.37
H 14.25 -1.26 17.77
H 15.24 -2.72 17.73
H 15.96 -1.13 17.98
H 14.70 -0.76 20.16
H 13.65 -3.59 19.76
H 12.81 -2.17 19.79
H 13.66 -2.73 21.30
H 16.84 -1.84 20.02
C 12.78 -8.85 25.27
C 11.79 -7.75 24.97
C 10.95 -7.29 26.15
O 12.52 -6.64 24.38
H 12.30 -9.72 25.75
H 13.60 -8.51 25.92
H 13.21 -9.28 24.34
H 11.12 -8.18 24.20
H 11.57 -7.26 27.05
H 10.26 -8.14 26.30
H 10.44 -6.34 26.12
H 11.78 -6.10 23.99
*
```

Results
strongest force on any atom = 2.2 eV/A
energy above the lowest of the compared OMol25 structures with the same formula, charge and spin = 0.0740 eV
HOMO-LUMO gap = 9.16 eV
HOMO level = -8.83 eV

Löwdin population analysis, charges in e, atoms 1 to 2: -0.0985, -0.1993



Below is C43H20ClF15GeN2O5PtS2 as an isolated structure, with properties calculated with ωB97M-V with the def2-TZVPD basis set.

Geometry as ORCA input:
```
! wB97M-V def2-TZVPD RIJCOSX def2/J DEFGRID3
* xyz 0 1
Pt 0.28 -1.70 0.19
O 4.06 -2.44 4.52
C 4.68 -2.17 3.39
O 5.87 -2.02 3.32
C 3.83 -2.07 2.15
C 4.34 -1.86 0.88
Cl 5.93 -1.55 0.41
N 3.32 -1.88 -0.02
N 2.17 -2.05 0.66
C 2.45 -2.22 1.95
C 1.27 -2.57 2.86
O 1.50 -2.74 4.06
O 0.16 -2.69 2.27
C 3.38 -1.99 -1.45
C 2.40 -1.39 -2.24
C 2.44 -1.55 -3.61
C 3.44 -2.29 -4.21
C 4.41 -2.88 -3.42
C 4.38 -2.74 -2.04
H 3.07 -2.55 4.41
H 1.65 -0.76 -1.79
H 1.67 -1.07 -4.21
H 3.47 -2.42 -5.29
H 5.20 -3.47 -3.86
H 5.13 -3.24 -1.44
O -1.61 -1.80 -0.55
S -2.94 -1.05 -0.73
C -4.15 -2.20 -0.03
C -3.93 -3.57 -0.61
C -3.60 -4.62 0.24
C -3.40 -5.89 -0.27
C -3.52 -6.12 -1.64
C -3.84 -5.07 -2.49
C -4.05 -3.80 -1.98
C -2.94 0.32 0.47
C -3.34 -0.01 1.87
C -2.52 -0.80 2.68
C -2.90 -1.08 3.98
C -4.09 -0.58 4.49
C -4.90 0.21 3.70
C -4.53 0.49 2.39
H -5.12 -1.78 -0.30
H -4.04 -2.20 1.05
H -3.49 -4.43 1.30
H -3.14 -6.70 0.39
H -3.35 -7.11 -2.04
H -3.93 -5.25 -3.55
H -4.31 -2.99 -2.65
H -3.58 1.08 0.02
H -1.90 0.65 0.43
H -1.58 -1.18 2.29
H -2.25 -1.69 4.60
H -4.37 -0.79 5.51
H -5.82 0.61 4.09
H -5.16 1.12 1.77
F 0.15 0.46 -2.50
C -0.61 1.57 -2.62
C -0.50 2.58 -1.68
C -1.29 3.70 -1.90
F -1.25 4.75 -1.08
C -2.16 3.79 -2.98
F -2.91 4.88 -3.15
C -2.25 2.75 -3.88
F -3.07 2.83 -4.92
C -1.46 1.62 -3.71
F -1.53 0.62 -4.58
Ge 0.79 2.37 -0.19
S 0.56 0.55 0.98
C 0.38 3.68 1.22
C 1.35 4.35 1.94
F 2.64 4.29 1.57
C 1.06 5.09 3.07
F 2.01 5.74 3.73
C -0.25 5.16 3.51
F -0.56 5.87 4.59
C -1.25 4.49 2.82
F -2.51 4.55 3.24
C -0.91 3.77 1.70
F -1.90 3.11 1.06
C 2.49 2.89 -1.01
C 3.63 2.10 -1.05
F 3.61 0.87 -0.52
C 4.83 2.54 -1.59
F 5.89 1.75 -1.61
C 4.91 3.82 -2.10
F 6.04 4.26 -2.62
C 3.79 4.65 -2.07
F 3.87 5.89 -2.56
C 2.62 4.17 -1.53
F 1.56 5.00 -1.51
*
```

Results
strongest force on any atom = 0.5 eV/A
energy above the lowest of the compared OMol25 structures with the same formula, charge and spin = 0.4518 eV
HOMO-LUMO gap (alpha / beta) = 6.90 / 7.11 eV
HOMO level (alpha / beta) = -8.36 / -8.77 eV

Löwdin population analysis, charges in e, atoms 1 to 2: 0.9287, 0.1344